144
Properties=species:S:1:pos:R:3:forces:R:3 method="wB97M-V/def2-TZVPD" charge=-2 e_tot_ev=-195190.5310 e_above_lowest_kcal_mol=0.00 e_homo_ev=-1.920
Rb 0.105 -0.219 0.415 0.02 0.36 0.49
O 1.452 -6.305 -2.275 0.05 0.03 0.15
C 1.125 -5.413 -3.196 0.10 -0.10 -0.22
O 1.175 -5.688 -4.381 -0.06 0.03 0.01
C 0.719 -4.073 -2.729 -0.07 0.19 0.22
C 0.439 -3.009 -3.572 0.19 -0.10 0.03
N 0.143 -1.959 -2.801 0.22 -0.16 -0.19
N 0.179 -2.265 -1.506 -0.19 0.02 0.10
C 0.519 -3.537 -1.423 0.08 -0.15 -0.29
C 0.644 -4.178 -0.061 -0.01 -0.01 0.23
O 1.461 -5.174 -0.004 0.19 0.02 -0.11
O 0.012 -3.717 0.882 0.03 0.15 -0.10
H 1.467 -5.877 -1.340 -0.01 0.00 -0.06
H 0.463 -2.963 -4.647 -0.08 0.03 -0.02
H -0.207 -1.033 -3.078 0.07 0.09 0.00
C -3.516 -2.929 -1.721 -0.01 0.05 -0.06
C -3.437 -1.932 -2.847 -0.04 0.03 -0.11
C -4.342 -1.956 -3.901 -0.04 -0.01 -0.08
C -4.199 -0.994 -4.901 -0.02 -0.12 0.07
C -3.176 -0.078 -4.841 -0.04 0.04 0.03
C -2.266 -0.114 -3.745 0.19 0.07 0.02
N -2.456 -1.039 -2.766 -0.37 -0.15 0.17
N -1.185 0.660 -3.594 0.02 -0.02 -0.09
Si -0.791 2.110 -4.343 0.24 0.64 -0.23
C 0.540 2.987 -3.304 -0.15 -0.12 -0.15
C -0.065 1.959 -6.114 -0.16 -0.21 0.18
C -2.191 3.402 -4.522 -0.03 -0.40 0.13
H -3.295 -3.932 -2.091 0.04 -0.03 0.04
H -4.514 -2.948 -1.279 -0.03 0.00 0.00
H -2.786 -2.670 -0.955 0.02 -0.07 0.00
H -5.139 -2.688 -3.935 0.00 -0.02 0.02
H -4.895 -0.986 -5.734 0.02 0.06 -0.02
H -3.040 0.661 -5.620 0.00 0.00 -0.03
H 0.988 2.314 -2.571 -0.05 -0.01 0.00
H 0.097 3.826 -2.761 -0.06 0.02 0.02
H 1.345 3.387 -3.929 0.04 0.04 0.02
H 0.658 1.140 -6.161 -0.21 -0.01 -0.05
H 0.447 2.872 -6.432 -0.02 0.08 0.04
H -0.845 1.742 -6.848 -0.06 -0.01 0.00
H -2.636 3.592 -3.542 0.00 0.02 0.05
H -2.995 3.049 -5.172 -0.01 -0.01 -0.04
H -1.835 4.356 -4.918 0.13 -0.02 -0.02
C 3.383 2.893 3.054 0.05 0.02 0.00
C 2.756 3.857 3.832 -0.02 -0.06 -0.01
C 1.396 3.762 4.062 0.08 -0.02 -0.01
C 0.669 2.691 3.515 0.22 0.11 -0.08
N 1.287 1.788 2.743 0.20 -0.17 -0.06
C 2.593 1.880 2.529 0.12 0.10 0.06
C -0.784 2.505 3.726 -0.70 -0.13 0.06
C -1.429 3.202 4.762 0.21 0.07 0.02
C -2.799 3.109 4.926 -0.05 0.13 0.09
C -3.528 2.281 4.078 -0.08 -0.12 -0.01
C -2.867 1.539 3.107 0.02 0.18 0.23
C -1.487 1.634 2.860 0.28 -0.33 -0.27
H 4.448 2.929 2.862 0.00 -0.04 -0.04
H 3.327 4.674 4.259 -0.02 0.02 -0.02
H 0.903 4.520 4.653 -0.07 -0.01 -0.02
H 3.024 1.103 1.904 0.05 0.03 -0.02
H -0.868 3.815 5.463 -0.01 0.03 -0.02
H -3.293 3.678 5.706 0.01 -0.04 0.01
H -4.608 2.212 4.195 0.00 -0.03 0.01
H -3.466 0.858 2.502 -0.04 0.04 -0.02
N 1.190 -2.441 8.131 -0.08 0.01 -0.09
C 1.990 -3.057 7.202 -0.01 -0.03 0.59
O 2.812 -3.887 7.546 0.02 0.02 -0.14
C 1.804 -2.621 5.795 -0.02 0.12 -0.74
C 2.370 -3.387 4.778 -0.06 0.03 0.34
C 2.196 -2.995 3.462 0.05 -0.03 -0.07
N 1.533 -1.900 3.107 -0.13 0.13 0.04
C 0.988 -1.169 4.074 -0.09 0.16 -0.17
C 1.090 -1.484 5.420 0.11 -0.22 0.27
H 1.219 -2.820 9.062 0.03 -0.05 -0.01
H 0.341 -1.990 7.842 0.02 0.03 -0.01
H 2.929 -4.274 5.042 0.01 -0.03 -0.07
H 2.605 -3.587 2.654 -0.01 -0.03 -0.03
H 0.451 -0.281 3.752 -0.04 0.02 0.05
H 0.636 -0.824 6.147 0.00 0.05 -0.03
S 4.188 -1.474 0.807 -0.08 0.18 -0.09
C 4.722 -3.020 0.853 0.45 -0.11 0.05
N 4.107 -4.116 0.427 -0.25 -0.31 0.22
C 4.823 -5.373 0.455 0.10 -0.02 -0.11
C 5.867 -5.244 1.551 0.17 0.29 0.12
S 6.335 -3.480 1.497 -0.26 -0.01 -0.12
H 3.111 -4.171 0.211 -0.17 0.16 -0.17
H 5.307 -5.533 -0.515 -0.01 -0.09 0.04
H 4.112 -6.177 0.637 0.02 -0.03 -0.02
H 6.750 -5.854 1.378 -0.04 -0.08 -0.02
H 5.458 -5.454 2.539 -0.03 -0.08 -0.04
O 2.975 1.102 -0.768 -0.15 -0.26 0.20
P 3.918 1.936 -1.526 0.58 0.95 -0.60
N 3.837 3.529 -1.075 -0.16 -0.26 0.02
C 2.620 4.090 -0.482 -0.11 -0.02 0.09
C 3.024 5.511 -0.041 0.16 0.02 0.02
C 4.541 5.576 -0.275 -0.08 0.00 -0.09
C 4.734 4.606 -1.440 0.16 0.04 0.13
N 3.643 1.818 -3.160 0.28 -0.26 0.24
C 4.417 2.580 -4.134 0.03 0.09 -0.07
C 4.526 1.648 -5.340 -0.14 -0.07 0.08
C 3.199 0.887 -5.281 0.17 0.17 0.07
C 2.999 0.652 -3.783 -0.07 -0.12 0.03
N 5.590 1.713 -1.373 -0.65 -0.42 0.16
C 6.153 0.500 -1.982 0.12 -0.03 -0.16
C 7.528 0.385 -1.332 -0.10 0.04 0.05
C 7.235 0.782 0.116 -0.02 0.02 -0.19
C 6.153 1.861 -0.014 0.10 0.24 0.14
H 2.314 3.467 0.358 -0.06 0.04 -0.04
H 1.800 4.130 -1.207 0.14 0.00 0.02
H 2.764 5.697 1.000 -0.07 0.02 -0.01
H 2.522 6.258 -0.658 -0.05 -0.01 0.03
H 5.069 5.198 0.603 0.06 -0.02 -0.03
H 4.899 6.583 -0.495 0.00 0.01 0.02
H 5.751 4.228 -1.546 0.01 0.07 -0.03
H 4.440 5.093 -2.383 0.02 -0.05 0.01
H 5.394 2.855 -3.727 0.00 0.06 -0.02
H 3.883 3.499 -4.411 0.07 0.01 0.00
H 5.354 0.948 -5.202 0.05 0.05 -0.02
H 4.674 2.188 -6.275 0.02 -0.01 0.00
H 3.221 -0.045 -5.844 -0.09 -0.01 -0.02
H 2.395 1.517 -5.666 0.22 -0.08 0.05
H 3.482 -0.279 -3.468 -0.07 -0.02 0.02
H 1.944 0.602 -3.512 0.02 -0.08 0.02
H 6.210 0.619 -3.067 -0.03 -0.06 0.03
H 5.552 -0.386 -1.750 0.02 -0.04 -0.02
H 8.217 1.099 -1.793 0.00 -0.03 -0.03
H 7.944 -0.619 -1.421 0.03 0.01 -0.02
H 8.116 1.149 0.645 -0.02 -0.03 0.02
H 6.835 -0.077 0.648 -0.05 -0.07 0.10
H 6.588 2.863 0.086 -0.08 -0.01 0.05
H 5.383 1.747 0.754 0.03 0.00 -0.01
Br -6.501 -0.474 -1.240 0.08 -0.08 -0.03
C -5.467 0.929 -0.495 -0.09 0.04 0.09
C -6.123 1.904 0.237 0.08 -0.01 -0.02
C -5.371 2.940 0.758 -0.03 0.00 -0.06
C -4.008 2.956 0.502 0.07 0.10 -0.01
N -3.386 2.015 -0.198 0.07 0.13 -0.08
C -4.092 0.999 -0.686 -0.14 0.06 0.04
H -7.193 1.850 0.387 -0.01 -0.02 0.01
H -5.836 3.721 1.344 0.04 0.02 0.02
H -3.384 3.761 0.873 0.00 -0.01 0.08
H -3.537 0.251 -1.239 -0.09 -0.06 -0.08
N -0.693 3.922 0.287 0.01 0.06 -0.08
H -1.437 3.394 -0.162 0.04 -0.11 0.01
H -0.551 3.458 1.182 -0.07 -0.09 -0.01
H 0.138 3.739 -0.265 -0.11 -0.02 0.06